1.
DFT (wB97M-V/def2-TZVPD) results for a structure of composition C25H45NP2SYb in a non-equilibrium geometry.

Geometry as XYZ:
```
75
Properties=species:S:1:pos:R:3:mulliken_spin:R:1
Yb -0.724 0.136 -1.037 0.03
C -2.534 1.758 0.790 0.09
C -3.089 0.876 -0.170 0.33
C -2.515 -0.347 1.702 0.08
C -2.212 1.010 1.954 0.23
C -3.024 -0.447 0.376 0.09
C -2.342 3.212 0.612 0.01
H -2.335 3.482 -0.455 0.00
H -1.385 3.539 1.052 0.00
H -3.141 3.812 1.088 0.00
C -1.702 1.540 3.233 0.02
H -1.578 2.627 3.191 0.00
H -0.728 1.097 3.509 0.01
H -2.401 1.312 4.052 0.01
C -2.377 -1.475 2.655 -0.02
H -3.350 -1.830 3.028 0.03
H -1.785 -1.167 3.524 0.00
H -1.867 -2.331 2.190 0.02
C -3.310 -1.692 -0.373 0.03
H -4.307 -1.654 -0.847 0.00
H -3.267 -2.565 0.297 0.00
H -2.587 -1.888 -1.194 0.00
C -3.440 1.246 -1.564 -0.02
H -4.235 2.006 -1.582 0.01
H -3.794 0.383 -2.138 0.00
H -2.585 1.696 -2.118 0.02
C 1.289 0.959 -1.843 0.00
C 0.307 1.714 -2.394 0.00
C -0.147 1.610 -3.828 0.00
C -1.205 0.505 -4.161 0.00
C -1.374 -0.613 -3.156 0.00
C -0.308 -1.358 -2.753 0.00
C 1.066 -1.142 -3.333 0.00
C 1.997 -0.167 -2.554 0.00
H 0.692 1.488 -4.544 0.00
H -0.914 0.058 -5.132 0.00
H -0.618 2.575 -4.077 0.00
H 2.718 0.235 -3.294 0.00
H 1.677 1.215 -0.838 0.00
H -0.091 2.565 -1.813 -0.01
H 2.592 -0.745 -1.819 0.00
H 1.560 -2.122 -3.382 0.00
H -0.449 -2.233 -2.088 0.00
H 1.024 -0.808 -4.384 0.00
H -2.186 0.974 -4.354 0.00
H -2.410 -0.963 -2.999 0.00
P 2.337 3.109 1.598 0.00
C 1.947 3.635 3.312 0.00
H 2.694 4.327 3.720 0.00
H 1.851 2.748 3.951 0.00
H 0.965 4.130 3.302 0.00
C 3.832 2.095 1.870 0.00
H 4.678 2.694 2.216 0.00
H 4.083 1.621 0.916 0.00
H 3.609 1.285 2.574 0.00
C 3.078 4.642 0.921 0.00
H 3.506 4.415 -0.066 0.00
H 3.851 5.074 1.573 0.00
H 2.274 5.374 0.757 0.00
P 0.839 -4.162 0.435 0.00
C 0.570 -5.940 0.119 0.00
H 1.536 -6.455 0.150 0.00
H 0.102 -6.062 -0.869 0.00
H -0.113 -6.342 0.883 0.00
C 2.497 -3.926 -0.336 0.00
H 2.392 -3.700 -1.407 0.00
H 3.055 -4.862 -0.215 0.00
H 3.038 -3.100 0.145 0.00
C 1.339 -4.199 2.209 0.00
H 1.974 -5.080 2.365 0.00
H 0.430 -4.274 2.822 0.00
H 1.871 -3.278 2.492 0.00
S 1.587 -0.252 3.174 0.01
C 1.030 -0.673 1.715 -0.01
N 0.541 -0.924 0.645 0.02
```

Multiplicity = 2
LUMO energy (alpha / beta) = -3.5 / -5.0 eV
⟨S²⟩ = 0.763
Gap between HOMO and LUMO (alpha / beta) = 6.7 / 5.2 eV
Total charge = +1

=====

2.
DFT (wB97M-V/def2-TZVPD) results for a structure of composition C25H45OSn in a non-equilibrium geometry.

Geometry as XYZ:
```
72
Properties=species:S:1:pos:R:3:mulliken_charge:R:1
C 1.135 1.649 4.536 -0.66
O -0.150 1.737 3.888 -0.27
C -1.058 0.783 4.001 -0.14
C -2.420 1.103 4.301 0.51
C -3.402 0.081 4.493 -0.62
C -4.743 0.412 4.625 -0.54
C -5.171 1.748 4.637 1.03
C -6.636 2.023 4.713 -1.41
C -4.194 2.760 4.596 -0.70
C -2.852 2.464 4.442 -0.42
H 1.484 2.671 4.678 0.25
H 1.005 1.144 5.497 0.42
H 1.866 1.091 3.937 0.24
H -0.684 -0.249 4.043 0.63
H -3.041 -0.950 4.533 0.40
H -5.483 -0.382 4.772 0.41
H -6.853 3.096 4.716 0.36
H -7.129 1.576 3.835 0.35
H -7.106 1.567 5.600 0.35
H -4.499 3.798 4.725 0.34
H -2.076 3.234 4.433 0.47
C 6.136 0.343 -3.198 -1.32
C 4.953 -0.558 -3.547 -0.54
C 3.601 0.157 -3.396 -0.11
C 2.389 -0.758 -3.650 -1.17
Sn 0.995 -0.992 -1.963 0.84
C 0.238 0.972 -1.359 -1.11
C 1.304 2.006 -0.990 0.05
C 0.738 3.346 -0.478 -0.90
C -0.160 3.256 0.752 -0.80
C -0.617 -2.370 -2.537 -1.15
C -0.534 -2.863 -3.985 -0.27
C -1.701 -3.781 -4.400 -0.47
C -1.570 -4.231 -5.856 -1.27
C 1.995 -1.727 -0.101 -1.51
C 1.096 -1.652 1.083 0.98
C 1.182 -0.482 2.034 -0.78
C 0.194 -2.595 1.439 -1.35
H 7.070 -0.201 -3.351 0.38
H 6.168 1.238 -3.830 0.32
H 6.100 0.664 -2.151 0.30
H 5.051 -0.899 -4.585 0.37
H 4.968 -1.453 -2.912 0.31
H 3.541 0.628 -2.399 0.00
H 3.562 0.994 -4.116 0.37
H 1.754 -0.351 -4.447 0.38
H 2.688 -1.779 -3.920 0.53
H -0.367 1.312 -2.210 0.52
H -0.436 0.758 -0.520 0.24
H 1.992 1.596 -0.233 0.14
H 1.919 2.225 -1.879 0.27
H 1.586 4.007 -0.261 0.36
H 0.177 3.819 -1.292 0.36
H -0.487 4.263 1.035 0.43
H -1.061 2.662 0.563 0.28
H 0.355 2.823 1.618 0.00
H -0.535 -3.194 -1.815 0.30
H -1.541 -1.808 -2.347 0.38
H -0.504 -2.002 -4.675 0.30
H 0.410 -3.412 -4.140 0.26
H -1.724 -4.660 -3.741 0.33
H -2.652 -3.246 -4.261 0.33
H -2.400 -4.890 -6.121 0.38
H -1.586 -3.377 -6.543 0.32
H -0.636 -4.781 -6.022 0.32
H 2.262 -2.756 -0.399 0.62
H 2.873 -1.065 -0.039 0.39
H 1.907 0.285 1.729 0.23
H 0.189 -0.020 2.147 -0.02
H 1.441 -0.843 3.046 0.66
H -0.394 -2.438 2.336 0.21
H 0.075 -3.520 0.890 0.33
```

LUMO energy = -5.5 eV
Gap between HOMO and LUMO = 4.8 eV
Total charge = +1

=====

3.
DFT (wB97M-V/def2-TZVPD) results for the ion C25H46B2F3N4O3 with charge +1 in a non-equilibrium geometry.

Geometry as XYZ:
```
83
Properties=species:S:1:pos:R:3:mulliken_charge:R:1
C 4.862 -2.931 1.419 -1.15
C 3.549 -3.296 0.627 -0.29
O 2.649 -2.159 0.491 -0.05
B 1.854 -2.215 -0.642 0.00
O 1.344 -3.466 -1.031 -0.61
N 1.443 -1.067 -1.494 0.45
C 2.121 0.070 -1.642 -1.86
N 1.492 1.023 -2.471 0.09
B 2.425 2.085 -2.976 0.08
O 2.711 2.028 -4.368 -0.62
C 3.072 3.279 -2.149 0.04
C 1.933 4.352 -1.753 -1.03
N 3.313 0.327 -0.979 1.74
C 3.270 0.873 0.374 -0.65
C 2.002 1.756 0.724 -0.25
C 0.881 0.989 1.513 0.11
C -0.415 1.912 1.464 -1.32
C -1.136 1.863 0.042 0.64
C -2.496 1.079 0.089 -0.57
C -3.766 1.987 0.305 -0.53
C -4.954 1.663 -0.682 -0.83
C -5.835 0.404 -0.266 -0.84
C -5.332 -0.345 1.018 0.13
C -6.229 -1.596 1.413 -0.70
C -6.006 -1.882 2.973 -0.79
N -4.622 -1.568 3.360 0.31
C -4.466 -0.543 4.260 -0.29
C -3.060 -0.337 4.516 -0.69
C -2.410 -1.385 3.691 -0.43
C -3.421 -2.141 2.971 -0.44
C 4.567 -0.220 -1.472 -0.14
C 4.616 -0.757 -2.942 -0.45
C 4.326 -2.275 -3.095 0.37
F 5.172 -3.199 -2.546 -0.36
C 3.244 -2.649 -3.812 0.28
F 2.744 -1.905 -4.829 -0.23
F 2.583 -3.807 -3.616 -0.23
H 5.268 -3.835 1.928 0.40
H 4.717 -2.092 2.139 0.24
H 5.643 -2.602 0.678 0.26
H 3.876 -3.584 -0.406 0.25
H 3.045 -4.211 1.042 0.41
H 1.067 -3.964 -0.238 0.30
H 0.554 -1.179 -1.996 0.32
H 1.131 0.470 -3.264 0.40
H 3.655 1.829 -4.488 0.37
H 3.685 2.982 -1.267 0.08
H 3.769 3.836 -2.835 0.39
H 0.923 3.924 -1.974 0.24
H 2.056 5.262 -2.393 0.35
H 2.060 4.611 -0.672 0.27
H 3.371 0.132 1.212 -0.15
H 4.157 1.562 0.491 0.66
H 2.366 2.579 1.397 0.53
H 1.526 2.240 -0.161 -0.29
H 0.579 0.021 1.027 -0.22
H 1.118 0.854 2.600 0.43
H -1.137 1.689 2.285 0.46
H -0.100 2.987 1.595 0.35
H -0.444 1.256 -0.616 -0.69
H -1.210 2.871 -0.438 0.50
H -2.619 0.577 -0.911 0.36
H -2.433 0.258 0.853 -0.10
H -3.446 3.043 0.070 0.58
H -4.084 2.006 1.382 0.19
H -5.617 2.560 -0.726 0.36
H -4.533 1.465 -1.697 0.29
H -5.872 -0.325 -1.119 0.27
H -6.874 0.773 -0.061 0.34
H -5.347 0.386 1.866 0.22
H -4.313 -0.752 0.825 0.08
H -5.803 -2.484 0.876 0.28
H -7.304 -1.458 1.156 0.38
H -6.765 -1.269 3.515 0.31
H -6.215 -2.957 3.192 0.36
H -5.228 0.079 4.765 0.31
H -2.549 0.398 5.160 0.42
H -1.321 -1.566 3.605 0.46
H -3.305 -2.991 2.278 0.36
H 4.920 -1.056 -0.799 -0.23
H 5.368 0.568 -1.380 0.49
H 5.674 -0.610 -3.300 0.48
H 3.970 -0.228 -3.682 0.05
```

Structure (SMILES) = CCOB(O)N/C(NB(O)CC)=[N+](\CCCCCCCCCCCCn1cccc1)CCC(F)=C(F)F
LUMO energy = -3.9 eV
Gap between HOMO and LUMO = 6.0 eV
Total charge = +1

=====

4.
DFT (wB97M-V/def2-TZVPD) results for a cluster of 3 separate species, C25H46BrN4O2 in total in a non-equilibrium geometry.

Geometry as XYZ:
```
78
Properties=species:S:1:pos:R:3:mulliken_spin:R:1
Br 3.256 -5.091 0.749 0.00
C 4.171 -3.525 1.662 0.00
C 3.613 -2.062 1.176 0.00
C 3.577 -2.014 -0.462 0.00
C 5.004 -2.547 -1.079 0.00
C 6.482 -1.879 -0.647 0.00
C 7.674 -2.620 -1.483 0.00
N 7.667 -3.702 -2.486 0.00
N 6.469 -4.245 -2.814 0.00
C 5.222 -3.731 -2.180 0.00
H 5.331 -3.554 1.506 0.00
H 3.947 -3.679 2.820 0.00
H 2.550 -1.855 1.619 0.00
H 4.371 -1.221 1.524 0.00
H 3.395 -0.885 -0.768 0.00
H 2.642 -2.614 -0.859 0.00
H 6.595 -0.997 0.117 0.00
H 8.762 -2.178 -1.253 0.00
H 6.431 -5.008 -3.540 0.00
H 4.218 -4.273 -2.533 0.00
C -3.819 -1.709 -0.078 0.00
C -2.362 -1.705 -0.630 0.06
C -2.329 -2.230 -2.094 0.02
C -2.489 -3.738 -2.207 -0.02
C -1.450 -4.448 -1.347 0.02
C -1.481 -3.989 0.133 0.03
N -1.465 -2.488 0.288 0.32
O -0.144 -2.059 0.048 0.60
C -2.741 -4.593 0.812 0.01
C -0.301 -4.682 0.892 -0.02
C -2.011 -0.178 -0.693 -0.02
H -4.556 -1.795 -0.884 0.00
H -4.028 -2.502 0.636 -0.01
H -4.046 -0.789 0.475 0.00
H -1.376 -1.952 -2.566 0.00
H -3.109 -1.741 -2.692 0.00
H -3.503 -4.034 -1.922 0.00
H -2.363 -4.041 -3.253 0.00
H -1.615 -5.531 -1.411 0.00
H -0.456 -4.268 -1.777 0.00
H -2.884 -4.181 1.818 -0.01
H -2.649 -5.680 0.923 0.00
H -3.656 -4.441 0.237 0.00
H 0.675 -4.467 0.440 0.01
H -0.408 -5.773 0.876 0.00
H -0.270 -4.370 1.943 0.00
H -1.962 0.260 0.311 0.00
H -2.777 0.372 -1.255 0.00
H -1.058 0.019 -1.197 0.00
C 0.729 5.290 1.184 0.01
C -0.283 4.417 0.383 0.03
C -0.790 5.178 -0.875 0.02
C -1.803 6.269 -0.564 -0.01
C -2.968 5.698 0.237 0.01
C -2.509 4.971 1.527 0.03
N -1.403 3.974 1.284 0.29
O -1.989 2.837 0.696 0.64
C -2.065 6.038 2.565 0.01
C -3.764 4.320 2.201 0.00
C 0.604 3.233 -0.136 -0.02
H 1.107 6.124 0.583 0.00
H 0.331 5.711 2.104 -0.01
H 1.597 4.706 1.514 0.00
H -1.256 4.470 -1.574 0.00
H 0.055 5.619 -1.419 0.00
H -1.321 7.090 -0.024 0.00
H -2.180 6.695 -1.500 0.00
H -3.660 6.512 0.487 0.00
H -3.530 5.008 -0.406 0.00
H -1.598 5.568 3.439 -0.01
H -2.922 6.615 2.933 0.00
H -1.377 6.778 2.155 0.00
H -4.290 3.629 1.532 0.00
H -4.498 5.082 2.486 0.00
H -3.485 3.775 3.110 0.00
H 0.961 2.610 0.694 0.00
H 1.487 3.614 -0.664 0.00
H 0.076 2.585 -0.845 0.00
```

Multiplicity = 3
LUMO energy (alpha / beta) = -5.5 / -5.5 eV
⟨S²⟩ = 2.010
Gap between HOMO and LUMO (alpha / beta) = 5.1 / 5.7 eV
Total charge = +1

=====

5.
DFT (wB97M-V/def2-TZVPD) results for a structure of composition C25H46O3P2SW in a non-equilibrium geometry.

Geometry as XYZ:
```
78
Properties=species:S:1:pos:R:3:mulliken_spin:R:1
W -1.586 0.467 0.054 0.90
C -3.167 1.864 0.617 -0.02
C -3.226 1.586 -0.795 -0.07
C -3.475 -0.430 0.356 0.05
C -3.317 0.622 1.337 0.12
C -3.438 0.174 -0.965 -0.15
C -3.285 3.201 1.247 0.01
H -2.922 4.000 0.598 0.00
H -2.717 3.253 2.187 -0.01
H -4.342 3.372 1.486 0.00
C -3.529 0.546 2.814 -0.01
H -2.793 1.143 3.377 0.00
H -3.475 -0.487 3.170 0.00
H -4.521 0.946 3.069 0.01
C -3.701 -1.868 0.669 -0.04
H -4.778 -2.056 0.771 0.01
H -3.229 -2.151 1.617 0.00
H -3.319 -2.524 -0.121 0.00
C -3.658 -0.517 -2.265 0.03
H -4.735 -0.603 -2.455 -0.01
H -3.231 -1.525 -2.279 0.00
H -3.215 0.043 -3.094 0.00
C -3.306 2.632 -1.853 0.01
H -4.351 2.955 -1.950 0.00
H -2.964 2.278 -2.832 0.00
H -2.705 3.520 -1.619 0.00
C 0.126 1.179 1.405 0.08
C -0.119 2.379 0.723 0.07
C 0.438 2.870 -0.566 -0.06
C 0.831 1.838 -1.639 0.03
C -0.118 0.701 -1.850 -0.06
C -0.025 -0.584 -1.266 0.04
C 0.572 -0.997 0.052 0.14
C 1.106 0.120 0.974 -0.01
H 1.329 3.482 -0.338 0.00
H 1.836 1.415 -1.476 -0.02
H -0.301 3.546 -1.019 -0.01
H 1.980 0.641 0.555 -0.01
H -0.230 1.135 2.447 0.02
H -0.570 3.151 1.340 0.02
H 1.450 -0.377 1.906 0.00
H -0.128 -1.624 0.635 0.01
H -0.454 -1.389 -1.864 -0.04
H 1.412 -1.701 -0.170 0.01
H 0.878 2.386 -2.598 0.00
H -0.683 0.739 -2.794 0.00
P 3.520 -1.537 -0.913 0.39
P 2.382 -4.078 -1.889 0.28
C 4.811 -2.748 -1.567 0.02
C 4.248 -4.145 -1.562 0.00
H 5.710 -2.667 -0.941 0.01
H 5.088 -2.437 -2.578 0.00
H 4.709 -4.781 -2.328 0.00
H 4.388 -4.652 -0.598 0.00
C 2.394 -5.928 -1.822 0.06
H 1.432 -6.333 -2.147 0.00
H 2.587 -6.259 -0.796 0.00
H 3.187 -6.328 -2.472 0.02
C 2.619 -4.061 -3.729 0.03
H 3.484 -4.677 -4.012 0.01
H 2.762 -3.041 -4.095 0.00
H 1.719 -4.481 -4.191 0.00
C 4.119 -1.689 0.823 0.04
H 3.625 -0.969 1.483 0.00
H 5.204 -1.530 0.845 0.02
H 3.902 -2.704 1.187 0.00
C 4.310 -0.009 -1.562 0.09
H 4.377 -0.094 -2.659 0.00
H 5.318 0.128 -1.143 0.02
H 3.693 0.868 -1.326 -0.01
C -1.748 4.886 5.587 0.00
S -0.727 3.848 4.527 0.00
O -0.026 4.760 3.620 0.00
O 0.121 3.086 5.449 0.00
O -1.711 2.976 3.842 0.00
H -1.101 5.456 6.252 0.00
H -2.414 4.232 6.166 0.00
H -2.330 5.556 4.953 0.00
```

Multiplicity = 3
LUMO energy (alpha / beta) = -8.0 / -10.0 eV
⟨S²⟩ = 2.371
Gap between HOMO and LUMO (alpha / beta) = 3.9 / 1.9 eV
Total charge = +2

=====

6.
DFT (wB97M-V/def2-TZVPD) results for a cluster of 2 separate species, C25H47N3O2S2 in total in a non-equilibrium geometry.

Geometry as XYZ:
```
79
Properties=species:S:1:pos:R:3:mulliken_charge:R:1
C -2.147 0.022 5.997 -0.67
C -2.873 1.314 5.293 -0.13
C -2.031 2.718 5.379 -0.52
C -0.414 2.577 5.148 -0.62
C 0.058 2.577 3.571 -0.81
C -0.321 1.215 2.741 0.94
C 0.836 0.054 2.737 -0.82
C 0.708 -1.038 1.519 0.24
N -0.682 -1.578 1.281 0.52
C -1.462 -0.798 0.253 -0.67
C -2.867 -0.179 0.825 -0.53
C -3.084 1.424 0.567 -0.29
C -2.704 1.951 -0.936 -0.46
C -3.985 2.431 -1.846 -0.88
C -4.870 1.165 -2.408 -0.48
C -3.983 0.061 -3.275 0.17
C -4.944 -1.230 -3.713 -0.92
C -0.721 -3.070 1.072 -0.24
S -0.991 -4.034 2.487 -0.09
S -0.549 -4.003 -0.538 -0.08
C 1.103 -4.869 -0.700 -0.64
C 2.110 -4.031 -1.739 -0.60
C 2.330 -2.546 -1.059 0.48
C 3.538 -1.667 -1.748 -0.41
N 4.749 -2.100 -2.548 -0.09
C 5.386 -0.765 -2.896 -0.03
C 4.494 0.494 -2.255 -0.24
N 3.342 -0.168 -1.523 0.05
H -1.923 0.184 7.135 0.29
H -1.114 -0.131 5.420 -0.02
H -2.781 -0.950 5.763 0.30
H -3.168 1.038 4.171 -0.08
H -3.920 1.457 5.847 0.38
H -2.436 3.402 4.489 0.21
H -2.297 3.329 6.367 0.31
H 0.076 3.550 5.633 0.29
H 0.087 1.667 5.705 0.25
H -0.346 3.545 3.015 0.28
H 1.240 2.652 3.575 0.34
H -0.466 1.545 1.605 -0.08
H -1.326 0.703 3.054 -0.49
H 1.875 0.623 2.589 0.30
H 0.943 -0.496 3.787 0.16
H 1.404 -1.959 1.821 0.45
H 1.198 -0.548 0.552 -0.57
H -1.711 -1.370 -0.736 0.25
H -0.782 0.127 -0.063 0.17
H -3.794 -0.734 0.329 0.37
H -2.999 -0.355 1.996 0.21
H -2.549 2.131 1.336 -0.02
H -4.251 1.628 0.704 0.43
H -2.080 1.206 -1.587 0.24
H -2.019 2.917 -0.798 0.28
H -3.523 2.992 -2.793 0.32
H -4.590 3.226 -1.236 0.31
H -5.396 0.664 -1.466 0.25
H -5.663 1.633 -3.166 0.30
H -3.441 0.553 -4.194 0.31
H -3.125 -0.421 -2.600 -0.35
H -4.284 -2.219 -3.655 0.26
H -5.810 -1.271 -2.922 0.28
H -5.302 -1.035 -4.810 0.28
H 1.636 -5.129 0.308 0.36
H 0.893 -5.911 -1.239 0.34
H 1.530 -3.976 -2.768 0.27
H 3.123 -4.620 -1.843 0.33
H 2.515 -2.728 0.107 0.13
H 1.328 -1.929 -1.255 -0.01
H 5.012 -3.083 -2.782 0.29
H 6.349 -0.639 -3.550 0.25
H 4.689 1.661 -2.348 0.37
H 2.595 0.341 -0.995 0.20
C 8.105 1.961 -6.116 -0.90
C 7.371 0.968 -5.231 0.72
O 6.459 0.308 -5.803 -0.73
O 7.770 0.930 -4.033 -0.78
H 7.716 1.947 -7.138 0.28
H 7.988 2.972 -5.715 0.23
H 9.170 1.713 -6.148 0.24
```

LUMO energy = -1.7 eV
Gap between HOMO and LUMO = 5.4 eV